1.
{"formula": "C4H10N2O2", "method": "the ωB97M-V functional and the def2-TZVPD basis", "species": ["H", "C", "C", "O", "H", "C", "H", "H", "N", "H", "H", "H", "H", "O", "H", "H", "N", "C"], "coordinates": [[-2.790, 0.477, -2.852], [-0.476, -0.608, -2.753], [1.587, 0.798, 2.774], [-0.387, 0.851, -0.844], [1.074, 1.087, 3.693], [1.296, -0.664, 2.535], [2.665, 0.879, 2.912], [0.218, -1.909, 1.351], [0.421, -0.939, 1.537], [1.273, 1.466, 1.970], [-0.859, -0.553, -3.767], [-0.649, -1.603, -2.336], [-2.680, 1.676, -1.636], [1.789, -1.538, 3.222], [0.613, -0.516, -2.771], [0.165, -0.220, 0.866], [-2.259, 0.878, -2.095], [-1.002, 0.437, -1.804]], "smiles": "CC(N)=O.CC(N)=O", "gap_ev": 9.810, "energy_ev": -11386.65684, "charge": 0, "e_homo_ev": -9.2628, "e_above_lowest_kcal_mol": 5.7}

2.
{"formula": "C4H10N2O2", "method": "the ωB97M-V functional and the def2-TZVPD basis", "species": ["N", "H", "H", "H", "H", "H", "O", "C", "H", "H", "H", "N", "H", "C", "C", "C", "O", "H"], "coordinates": [[0.479, 0.881, -2.517], [0.268, -2.337, 0.918], [0.262, 1.814, 0.129], [-1.784, 1.017, 0.871], [0.633, 1.612, 1.867], [1.406, 1.108, -2.896], [1.670, -0.977, 0.846], [0.888, 1.291, 0.854], [1.930, 1.551, 0.647], [-1.703, -0.091, 2.254], [1.133, -1.092, -2.746], [-0.589, -0.682, 0.591], [-0.568, -0.832, -1.892], [0.345, -0.395, -2.418], [-1.758, -0.034, 1.163], [0.721, -0.199, 0.739], [-0.673, -2.090, 0.777], [-2.659, -0.543, 0.813]], "smiles": "CC(=O)N(C)O.C=N", "gap_ev": 10.098, "energy_ev": -11383.18101, "charge": 0, "e_homo_ev": -9.2095, "e_above_lowest_kcal_mol": 85.8}

3.
{"formula": "C4H10N2O2", "method": "the ωB97M-V functional and the def2-TZVPD basis", "species": ["C", "O", "H", "N", "H", "N", "H", "H", "H", "C", "H", "H", "C", "O", "C", "H", "H", "H"], "coordinates": [[-1.526, 1.238, 0.619], [0.365, 1.458, -0.939], [1.679, -2.202, 0.929], [0.841, -1.623, 1.032], [0.790, -0.859, -2.036], [0.933, 1.372, 1.272], [-0.290, -2.231, -1.907], [0.802, 0.817, 2.105], [-1.604, 1.490, -1.261], [0.121, 1.093, 0.204], [-1.863, 0.446, 1.293], [1.435, -2.426, -1.492], [0.577, -1.753, -1.449], [-2.245, 1.246, -0.564], [0.270, -1.347, -0.050], [-1.554, 2.204, 1.136], [1.897, 1.547, 1.029], [-0.627, -0.468, 0.080]], "smiles": "[H]/N=C\\C.NC(=O)CO", "gap_ev": 10.453, "energy_ev": -11383.55844, "charge": 0, "e_homo_ev": -9.6368, "e_above_lowest_kcal_mol": 77.1}

4.
{"formula": "C4H10N2O2", "method": "the ωB97M-V functional and the def2-TZVPD basis", "species": ["H", "H", "C", "H", "O", "H", "H", "H", "H", "H", "N", "O", "C", "C", "C", "H", "H", "N"], "coordinates": [[-0.348, 2.490, 0.556], [1.036, -2.693, 2.634], [-0.747, 2.875, -0.394], [0.669, 2.265, -1.552], [-0.727, -2.071, 0.847], [-0.779, -1.093, -1.234], [2.326, -2.403, 1.445], [0.185, 0.218, -2.948], [1.711, -1.062, 2.388], [-1.692, 3.406, -0.328], [0.770, 0.017, -2.145], [0.973, -0.980, -0.157], [0.416, -1.716, 0.843], [0.236, -0.676, -1.254], [1.440, -1.992, 1.902], [-2.664, -0.027, 0.620], [-2.589, 0.678, 0.298], [-0.218, 2.765, -1.521]], "gap_ev": 10.636, "energy_ev": -11383.50143, "charge": 0, "e_homo_ev": -9.8315, "e_above_lowest_kcal_mol": 78.4}

5.
{"formula": "C4H10N2O2S", "method": "the ωB97M-V functional and the def2-TZVPD basis", "species": ["H", "C", "H", "H", "N", "H", "C", "H", "H", "H", "H", "H", "C", "C", "N", "O", "S", "H", "O"], "coordinates": [[-1.721, -1.073, -1.551], [1.107, 0.420, 2.297], [0.330, 0.584, 3.131], [0.464, -2.492, -0.355], [0.936, 1.303, -0.405], [-1.354, 2.505, 0.693], [-0.762, -0.720, -1.047], [0.071, 0.432, -2.754], [1.471, -0.645, 2.294], [0.371, -2.168, -2.213], [2.007, 1.093, 2.289], [-0.921, -0.997, 1.207], [-0.677, 0.511, -1.909], [0.402, -1.665, -1.253], [-0.927, -0.306, 0.345], [-0.943, 1.906, 1.418], [0.231, 0.905, 0.775], [1.299, -1.112, -1.266], [-1.385, 1.517, -1.696]], "smiles": "C[C@H](C=O)N[S@@](C)(#N)O", "gap_ev": 9.253, "energy_ev": -22215.48580, "charge": 0, "e_homo_ev": -8.8441, "e_above_lowest_kcal_mol": 101.3}

6.
{"formula": "C4H10N2O2S", "method": "the ωB97M-V functional and the def2-TZVPD basis", "species": ["H", "O", "H", "H", "N", "H", "N", "C", "C", "C", "S", "H", "C", "O", "H", "H", "H", "H", "H"], "coordinates": [[-0.152, 2.626, -0.435], [1.907, 0.091, -1.411], [0.799, -3.130, 0.876], [-2.443, 1.197, -1.265], [0.080, -1.361, 0.094], [-1.470, -0.238, -1.365], [-0.870, 0.727, 0.210], [1.210, -2.255, 0.267], [-1.920, 0.426, -0.645], [0.144, -0.127, 0.498], [1.961, 0.721, -0.033], [-2.825, -0.122, -0.052], [-0.699, 2.106, 0.476], [2.901, 0.148, 0.971], [2.037, -1.753, 0.747], [-1.537, 2.785, 0.638], [1.742, -2.383, -0.770], [-0.809, -1.809, -0.150], [-0.056, 2.351, 1.349]], "smiles": "CNC(N(C)C)=S(=O)=O", "gap_ev": 8.622, "energy_ev": -22217.49424, "charge": 0, "e_homo_ev": -8.4930, "e_above_lowest_kcal_mol": 55.0}